Molecular formula: C26H45F9NO4
Method: DFT, the ωB97M-V functional and the def2-TZVPD basis

Calculated values
* total charge: +1
* HOMO-LUMO gap: 9.242 eV
* calculated total energy: -2272.001328 hartree
* HOMO level: -11.4 eV

Last column: Löwdin charge in e.
Geometry (Å):
F (-3.350, -1.988, 3.838)  0.1598
F (-4.427, -0.240, 3.095)  0.1949
F (-6.374, -1.141, 1.425)  0.1476
F (-3.926, 0.341, 0.488)  0.1045
F (-4.627, -3.507, 1.834)  0.1632
F (-5.515, -2.009, 3.777)  0.1927
F (-5.934, 0.394, -0.397)  0.1200
F (-3.049, -2.107, 1.289)  0.1244
F (-5.777, -2.569, -0.137)  0.1517
O (0.700, -4.923, 3.685)  0.0654
O (2.484, -1.851, -1.476)  0.0172
O (6.212, 1.153, -0.399)  0.0414
O (0.090, 6.022, -0.019)  0.0561
N (-0.804, -1.660, -1.185)  0.1439
C (-4.424, -1.569, 3.145)  -0.5307
C (-1.891, -1.458, -2.244)  -0.1796
C (7.398, 1.179, -0.153)  -0.4928
C (-0.445, -3.283, 4.970)  -0.0188
C (-1.622, -0.046, -2.740)  -0.2283
C (3.667, -1.832, -1.183)  -0.4649
C (-3.328, -1.876, -1.833)  -0.0688
C (-1.361, -5.653, 4.615)  -0.0185
C (0.487, -1.060, -3.922)  -0.0820
C (8.422, 0.673, -1.138)  -0.0177
C (-0.715, 6.788, 0.460)  -0.4954
C (-0.255, -0.328, -0.757)  -0.0558
C (-1.175, 2.951, -0.364)  -0.0813
C (4.159, -1.369, 0.151)  -0.0027
C (4.710, -2.263, -2.176)  -0.0026
C (-0.630, 8.273, 0.217)  -0.0205
C (-1.851, 6.310, 1.332)  -0.0180
C (-0.681, 2.114, -1.550)  -0.1774
C (-0.589, 0.016, -3.891)  -0.1673
C (-4.344, -0.747, -1.609)  -0.0536
C (7.920, 1.722, 1.152)  -0.0175
C (-5.324, -1.583, 0.676)  -0.3168
C (-0.264, -4.648, 4.357)  -0.5081
C (-1.158, 0.663, -1.460)  -0.2793
C (-4.333, -2.196, 1.715)  -0.3228
C (-4.834, -0.398, -0.218)  -0.4070
H (7.090, 2.053, 1.770)  0.0832
H (0.404, 2.153, -1.611)  0.1198
H (8.478, 0.948, 1.681)  0.0888
H (0.799, -0.251, -0.997)  0.1109
H (1.110, -1.073, -3.038)  0.0358
H (0.067, -2.050, -4.098)  0.0784
H (8.999, -0.139, -0.693)  0.0889
H (-2.168, 3.350, -0.565)  0.0831
H (-1.783, 6.771, 2.318)  0.0888
H (7.924, 0.313, -2.035)  0.0768
H (-1.122, -6.591, 4.121)  0.0831
H (5.285, -3.097, -1.772)  0.0943
H (-0.028, -2.170, -1.618)  0.1495
H (-1.118, 2.529, -2.456)  0.1163
H (-0.109, 0.991, -3.874)  0.1103
H (-3.998, 0.185, -2.035)  0.1165
H (-2.807, 6.590, 0.887)  0.0893
H (-2.483, 0.475, -3.137)  0.1405
H (-0.329, -0.206, 0.320)  0.1413
H (-1.807, 5.229, 1.439)  0.0652
H (-1.542, 8.626, -0.269)  0.0876
H (-1.077, -2.269, -0.415)  0.1711
H (-5.261, -0.993, -2.139)  0.1408
H (-3.281, -2.561, -0.986)  0.1085
H (-1.358, -2.826, 4.593)  0.0557
H (4.238, -2.568, -3.107)  0.0843
H (-1.250, 2.343, 0.538)  0.0768
H (-2.313, -5.275, 4.236)  0.0785
H (3.324, -1.073, 0.778)  0.0827
H (-3.690, -2.485, -2.654)  0.1282
H (-2.053, 0.693, -0.827)  0.1184
H (0.400, -2.643, 4.730)  0.0823
H (-0.532, -3.371, 6.054)  0.0916
H (8.590, 2.562, 0.966)  0.0898
H (4.709, -2.170, 0.648)  0.0990
H (-0.518, 3.789, -0.168)  0.0466
H (0.224, 8.492, -0.419)  0.0831
H (-1.465, -5.827, 5.686)  0.0887
H (-0.518, 8.802, 1.165)  0.0882
H (-1.144, -0.035, -4.828)  0.1191
H (9.109, 1.475, -1.407)  0.0898
H (4.828, -0.519, 0.000)  0.0612
H (1.151, -0.871, -4.763)  0.0912
H (-1.613, -2.164, -3.022)  0.1350
H (5.393, -1.433, -2.369)  0.0868

Atomic forces in eV per Å
F -0.30 0.27 -0.20
F 0.08 -0.34 0.11
F 0.34 -0.31 -0.47
F -0.14 -0.24 -0.09
F 0.18 0.35 0.05
F 0.46 0.30 -0.31
F 0.52 -0.13 0.12
F 0.08 0.12 -0.11
F 0.25 0.34 0.22
O 0.11 0.03 -0.14
O -0.14 -0.04 0.20
O -0.04 -0.08 -0.04
O 0.00 -0.05 0.01
N 0.56 -0.45 -0.10
C -0.12 -0.31 0.27
C -0.32 -0.61 -0.64
C 0.10 0.06 0.02
C 0.17 0.07 0.01
C 1.13 0.49 -0.15
C 0.05 -0.09 -0.18
C 0.44 0.41 0.36
C 0.11 -0.08 -0.07
C -0.04 0.18 -0.28
C -0.18 -0.03 -0.07
C 0.00 0.12 0.02
C -0.06 0.72 0.57
C 0.10 -0.23 -0.09
C -0.19 0.06 0.03
C -0.16 -0.03 -0.11
C 0.13 -0.07 -0.09
C 0.10 -0.15 -0.06
C -0.27 -0.26 0.18
C -0.12 -0.32 -0.05
C -0.25 -0.36 0.14
C -0.19 0.02 0.01
C -0.69 0.21 0.38
C -0.12 -0.04 0.01
C -0.93 0.18 0.33
C -0.29 -0.47 0.07
C -0.31 0.28 -0.05
H 0.00 0.01 0.00
H 0.13 0.07 -0.22
H 0.10 0.03 -0.03
H 0.06 -0.25 -0.35
H 0.16 -0.06 0.13
H 0.04 -0.14 0.04
H 0.08 0.06 0.02
H -0.13 -0.02 0.01
H -0.07 0.07 -0.01
H 0.00 0.01 -0.01
H 0.01 0.00 0.00
H 0.09 0.05 0.03
H 0.08 0.10 -0.10
H 0.30 0.16 -0.22
H -0.03 0.18 0.02
H 0.00 0.24 0.00
H -0.02 0.08 0.06
H -0.43 -0.18 0.17
H -0.07 -0.29 0.14
H 0.00 -0.01 0.01
H -0.04 0.04 0.08
H -0.36 0.26 0.18
H -0.02 -0.07 -0.10
H -0.01 0.01 0.00
H -0.06 -0.03 0.09
H 0.00 0.00 0.01
H 0.08 0.01 0.15
H -0.03 0.03 0.09
H -0.07 0.03 0.06
H -0.09 -0.01 -0.09
H -0.07 0.05 -0.06
H 0.04 -0.05 -0.01
H -0.09 0.02 0.01
H 0.09 -0.05 0.01
H 0.10 0.02 -0.05
H 0.07 0.15 0.03
H 0.01 0.00 0.00
H -0.08 0.05 0.02
H -0.09 0.03 0.01
H -0.01 0.03 -0.10
H 0.08 -0.03 0.06
H 0.04 -0.07 0.08
H 0.09 -0.01 -0.05
H 0.01 -0.05 0.02
H 0.07 -0.02 0.08

***

Molecular formula: C15H40Cl2N6O3P
Method: DFT, the ωB97M-V functional and the def2-TZVPD basis

Calculated values
* total charge: +1
* HOMO-LUMO gap: 7.613 eV
* calculated total energy: -2411.305132 hartree
* HOMO level: -11.6 eV

Last column: natural (NBO) charge in e.
Geometry (Å):
Cl (1.145, 2.648, 2.868)  -0.3204
Cl (3.660, -2.360, 0.369)  -0.0357
P (-0.627, 1.816, 3.498)  1.3314
O (0.923, 5.413, -1.480)  -0.5452
O (1.254, -4.407, -1.388)  -0.5496
O (-1.661, 2.835, 2.830)  -0.9742
N (-0.730, 0.517, 2.268)  -0.8200
N (0.608, -1.174, 3.246)  -0.7120
N (1.585, 2.690, -0.849)  -0.8507
N (-1.086, -3.458, 0.008)  -0.8279
N (1.102, -0.548, 1.096)  -0.6071
N (-4.959, 0.687, 1.380)  -0.8340
C (0.244, 2.618, -2.884)  -0.6160
C (-2.054, -0.176, 2.511)  -0.2313
C (1.098, -5.515, -2.260)  -0.2493
C (3.651, -0.855, 1.337)  -0.2128
C (-0.097, 4.497, -1.170)  -0.0683
C (-0.850, -3.104, -1.399)  -0.0748
C (3.754, -1.195, 2.825)  -0.6287
C (2.480, 0.028, 0.911)  -0.2337
C (0.346, -0.376, 2.224)  0.7641
C (0.275, 3.029, -1.418)  -0.0755
C (0.998, 5.821, -2.837)  -0.2504
C (-1.790, -3.924, -2.272)  -0.6159
C (-3.663, 0.680, 0.710)  -0.2162
C (-2.812, -0.495, 1.211)  -0.4150
C (0.627, -3.213, -1.793)  -0.0719
H (4.792, -1.385, 3.108)  0.2507
H (-5.577, 1.383, 0.991)  0.3726
H (-1.729, -4.986, -2.032)  0.2092
H (0.532, -0.215, 0.325)  0.4165
H (-0.529, -2.849, 0.602)  0.3287
H (3.198, -2.115, 3.051)  0.1988
H (1.457, 6.807, -2.850)  0.2020
H (-3.472, -1.341, 1.442)  0.2488
H (3.337, -0.388, 3.448)  0.2107
H (2.263, 3.352, -1.215)  0.3719
H (-1.123, -2.047, -1.525)  0.1714
H (-1.026, 4.758, -1.693)  0.1734
H (-0.479, 2.429, -0.890)  0.1678
H (1.954, -6.168, -2.106)  0.1978
H (-0.659, 2.978, -3.378)  0.2148
H (1.082, -5.193, -3.305)  0.1727
H (2.556, 1.016, 1.372)  0.2196
H (0.755, -3.055, -2.872)  0.1721
H (0.297, -0.965, 4.181)  0.4296
H (1.175, -2.419, -1.282)  0.1732
H (1.193, -1.981, 3.090)  0.4404
H (-1.918, -1.076, 3.119)  0.2063
H (2.552, 0.188, -0.170)  0.2628
H (-1.558, -3.797, -3.330)  0.2117
H (-2.671, 0.507, 3.116)  0.2128
H (-1.414, 3.149, 1.952)  0.5137
H (0.188, -6.080, -2.046)  0.1684
H (-3.824, 0.600, -0.368)  0.2082
H (-2.119, -0.824, 0.428)  0.2096
H (0.269, 1.531, -2.972)  0.2149
H (-0.687, -4.380, 0.167)  0.3662
H (-0.280, 4.625, -0.096)  0.1652
H (1.564, 2.870, 0.151)  0.3463
H (0.001, 5.890, -3.283)  0.1725
H (4.554, -0.306, 1.038)  0.2391
H (1.613, 5.145, -3.435)  0.1672
H (-3.093, 1.611, 0.883)  0.1478
H (-2.821, -3.614, -2.109)  0.2232
H (1.108, 3.005, -3.424)  0.2124
H (-4.881, 0.857, 2.373)  0.3505

Atomic forces in eV per Å
Cl 0.28 -0.04 0.08
Cl -0.07 0.00 0.01
P -0.15 0.18 -0.48
O 0.07 -0.03 -0.04
O -0.02 -0.08 0.02
O -0.08 -0.05 0.43
N 0.06 -0.67 0.18
N 0.04 0.50 -0.41
N -0.14 -0.10 0.16
N 0.16 0.16 0.05
N -1.04 1.17 0.29
N 0.08 -0.20 -0.17
C -0.04 -0.03 0.00
C -0.41 0.00 -0.07
C 0.07 0.00 0.02
C 0.11 0.23 0.13
C -0.08 0.00 0.09
C -0.15 -0.13 0.03
C -0.30 -0.04 0.08
C 0.50 -0.68 -0.24
C 0.56 -0.48 -0.06
C 0.05 -0.03 -0.09
C 0.00 0.07 0.02
C -0.04 0.03 -0.04
C 0.21 0.09 0.27
C 0.01 0.03 0.16
C 0.04 0.09 -0.02
H -0.18 0.07 -0.02
H -0.04 0.08 0.01
H 0.03 -0.01 0.00
H 0.13 0.14 -0.12
H 0.06 0.04 -0.03
H 0.18 0.15 -0.06
H 0.00 0.00 0.01
H 0.09 0.15 -0.26
H 0.33 -0.14 -0.17
H 0.04 -0.05 -0.05
H 0.04 -0.01 0.01
H 0.01 -0.04 -0.03
H -0.02 0.02 0.03
H 0.00 0.00 0.00
H 0.00 0.01 0.00
H -0.01 -0.01 -0.01
H -0.07 -0.26 0.12
H -0.06 -0.03 0.00
H -0.28 -0.12 0.05
H 0.08 0.06 0.06
H 0.25 0.07 0.12
H 0.11 0.08 -0.13
H -0.05 0.01 0.28
H 0.01 -0.01 0.00
H 0.14 -0.13 -0.09
H -0.04 0.08 -0.25
H -0.02 0.02 -0.03
H -0.04 -0.08 0.16
H -0.01 -0.04 0.20
H 0.03 -0.01 0.00
H -0.10 -0.06 -0.05
H 0.02 0.02 0.00
H 0.01 0.07 -0.02
H 0.00 -0.01 -0.01
H -0.27 -0.09 0.03
H -0.04 -0.02 -0.01
H -0.02 -0.08 -0.19
H 0.00 -0.02 0.03
H 0.00 0.03 0.01
H 0.00 0.09 0.05